Record 1
DFT (the ωB97M-V functional and the def2-TZVPD basis) results for 21 unconnected molecules or ions with the total composition C67H128BCl18F4NO20S6 in a non-equilibrium geometry.

Positions of all 245 atoms, in Å:
C (2.788, 3.114, 0.682)
C (1.321, 2.623, 0.426)
C (1.051, 1.308, -0.208)
C (-0.456, 0.973, -0.529)
N (-0.752, -0.438, -1.088)
C (-2.150, -0.379, -1.629)
C (-2.606, -1.824, -1.604)
C (-2.003, -2.476, -0.236)
C (-0.711, -1.625, 0.012)
C (0.308, -0.832, -2.176)
H (3.411, 2.827, -0.166)
H (3.081, 2.663, 1.630)
H (2.822, 4.199, 0.785)
H (0.899, 3.438, -0.162)
H (0.753, 2.781, 1.342)
H (1.521, 0.553, 0.422)
H (1.680, 1.249, -1.096)
H (-0.796, 1.726, -1.240)
H (-1.159, 0.939, 0.304)
H (-1.961, 0.075, -2.601)
H (-2.786, 0.291, -1.051)
H (-2.286, -2.385, -2.482)
H (-3.680, -1.825, -1.788)
H (-1.893, -3.529, -0.497)
H (-2.655, -2.324, 0.625)
H (0.206, -2.210, 0.090)
H (-0.738, -0.909, 0.833)
H (1.297, -1.023, -1.759)
H (0.319, -0.050, -2.935)
H (0.018, -1.774, -2.640)
B (-3.063, -0.422, 3.019)
F (-2.019, -1.288, 2.820)
F (-3.477, -0.421, 1.721)
F (-4.055, -0.850, 3.881)
F (-2.557, 0.880, 3.229)
C (-1.840, -8.310, 3.400)
C (-2.352, -8.902, 2.144)
C (-1.815, -7.965, 0.931)
S (-0.048, -8.023, 1.297)
O (0.602, -6.785, 0.971)
O (0.559, -9.283, 1.028)
C (-0.312, -8.048, 3.201)
H (-2.023, -8.937, 4.272)
H (-2.498, -7.460, 3.582)
H (-3.429, -8.748, 2.200)
H (-2.217, -9.945, 1.857)
H (-2.190, -6.941, 0.939)
H (-2.073, -8.438, -0.017)
H (-0.135, -7.000, 3.445)
H (0.393, -8.749, 3.648)
C (-2.549, 6.578, -3.513)
C (-1.115, 6.577, -2.922)
C (-0.667, 5.131, -2.597)
S (-2.150, 4.202, -2.104)
O (-2.268, 4.330, -0.652)
O (-2.320, 2.876, -2.724)
C (-3.313, 5.500, -2.723)
H (-2.567, 6.119, -4.502)
H (-3.021, 7.555, -3.616)
H (-1.302, 7.178, -2.032)
H (-0.489, 7.082, -3.658)
H (0.007, 5.109, -1.740)
H (-0.365, 4.614, -3.508)
H (-3.826, 5.889, -1.843)
H (-4.054, 4.995, -3.342)
C (5.239, 7.012, -1.366)
C (4.516, 5.672, -1.007)
C (3.537, 5.234, -2.061)
S (3.223, 6.719, -3.206)
O (2.139, 7.578, -2.781)
O (3.259, 6.344, -4.611)
C (4.768, 7.610, -2.742)
H (6.325, 6.942, -1.314)
H (5.047, 7.823, -0.663)
H (4.049, 5.750, -0.025)
H (5.305, 4.921, -0.968)
H (2.594, 4.821, -1.702)
H (4.043, 4.580, -2.771)
H (4.417, 8.641, -2.697)
H (5.490, 7.521, -3.554)
C (-7.807, 0.731, -2.505)
C (-6.422, 0.366, -2.039)
C (-5.442, 1.497, -1.783)
S (-6.478, 2.869, -1.220)
O (-5.953, 4.124, -1.800)
O (-6.728, 2.737, 0.196)
C (-7.977, 2.228, -2.263)
H (-8.521, 0.119, -1.953)
H (-7.828, 0.450, -3.559)
H (-5.925, -0.154, -2.858)
H (-6.548, -0.390, -1.265)
H (-5.001, 1.717, -2.755)
H (-4.658, 1.326, -1.045)
H (-7.961, 2.830, -3.172)
H (-8.974, 2.511, -1.925)
C (2.924, -7.423, 2.944)
C (4.375, -7.715, 3.560)
C (4.861, -6.435, 4.349)
S (4.389, -5.077, 3.176)
O (5.535, -4.893, 2.255)
O (4.027, -3.976, 4.024)
C (2.908, -6.058, 2.353)
H (2.265, -7.423, 3.813)
H (2.659, -8.183, 2.210)
H (5.178, -8.013, 2.885)
H (4.148, -8.520, 4.259)
H (5.812, -6.173, 4.814)
H (4.229, -6.276, 5.223)
H (3.067, -5.996, 1.277)
H (2.009, -5.538, 2.686)
C (5.412, -4.729, -1.229)
C (4.679, -5.864, -1.964)
C (3.207, -5.412, -2.046)
S (3.076, -3.563, -1.911)
O (2.532, -3.091, -0.660)
O (2.641, -2.991, -3.178)
C (4.912, -3.467, -1.911)
H (6.492, -4.881, -1.212)
H (5.284, -4.666, -0.148)
H (4.803, -6.858, -1.535)
H (5.026, -6.002, -2.988)
H (2.622, -5.703, -1.174)
H (2.625, -5.784, -2.890)
H (5.203, -2.507, -1.485)
H (5.154, -3.489, -2.974)
O (-3.781, 5.307, 6.418)
C (-3.451, 5.176, 5.308)
O (-3.603, 6.167, 4.496)
C (-2.973, 5.905, 3.212)
C (-2.898, 4.368, 3.091)
C (-2.901, 3.982, 4.574)
H (-1.932, 6.218, 3.133)
H (-3.371, 6.468, 2.368)
H (-2.050, 4.035, 2.492)
H (-3.844, 4.116, 2.612)
H (-1.882, 3.713, 4.851)
H (-3.450, 3.064, 4.787)
O (-3.410, -5.920, -5.603)
C (-4.427, -5.260, -5.247)
O (-5.216, -4.676, -6.136)
C (-6.334, -4.219, -5.509)
C (-5.771, -3.759, -4.118)
C (-4.716, -4.813, -3.817)
H (-7.060, -5.032, -5.537)
H (-6.805, -3.402, -6.055)
H (-6.600, -3.560, -3.438)
H (-5.301, -2.780, -4.207)
H (-5.218, -5.705, -3.443)
H (-3.830, -4.475, -3.279)
O (1.514, 3.196, -3.290)
C (1.802, 2.425, -4.180)
O (1.113, 2.186, -5.290)
C (1.767, 1.248, -6.115)
C (2.586, 0.459, -5.106)
C (2.963, 1.443, -4.028)
H (2.379, 1.885, -6.754)
H (1.015, 0.796, -6.762)
H (3.531, 0.211, -5.590)
H (2.004, -0.332, -4.633)
H (3.884, 1.967, -4.284)
H (3.053, 0.921, -3.076)
O (-4.192, -0.048, -6.209)
C (-3.305, 0.816, -6.437)
O (-2.080, 0.914, -5.883)
C (-1.561, 2.188, -6.214)
C (-2.603, 3.095, -6.760)
C (-3.763, 2.208, -6.918)
H (-0.887, 2.023, -7.055)
H (-0.970, 2.647, -5.422)
H (-2.433, 3.455, -7.775)
H (-2.962, 3.905, -6.125)
H (-4.144, 2.073, -7.930)
H (-4.609, 2.397, -6.257)
Cl (5.677, 6.355, 3.120)
C (5.794, 8.218, 3.318)
C (7.000, 8.678, 4.109)
Cl (8.633, 8.443, 3.341)
H (4.957, 8.464, 3.970)
H (5.728, 8.647, 2.318)
H (6.919, 8.253, 5.109)
H (6.996, 9.762, 4.226)
Cl (-0.761, -0.726, 7.599)
C (-1.764, -0.079, 6.095)
C (-3.100, 0.419, 6.568)
Cl (-2.994, 1.854, 7.494)
H (-1.778, -0.953, 5.443)
H (-1.184, 0.695, 5.592)
H (-3.509, -0.418, 7.134)
H (-3.670, 0.620, 5.661)
Cl (4.054, 0.102, 1.238)
C (2.996, -0.861, 2.367)
C (2.371, 0.162, 3.324)
Cl (1.096, -0.369, 4.469)
H (3.610, -1.561, 2.932)
H (2.158, -1.215, 1.767)
H (2.090, 1.107, 2.858)
H (3.070, 0.576, 4.050)
Cl (-1.958, -2.600, -5.690)
C (-0.427, -3.434, -6.269)
C (-0.477, -4.874, -5.712)
Cl (-0.513, -4.793, -3.978)
H (0.490, -2.943, -5.944)
H (-0.492, -3.381, -7.356)
H (0.443, -5.402, -5.963)
H (-1.346, -5.441, -6.047)
Cl (-4.599, -5.898, 3.392)
C (-4.342, -4.127, 3.618)
C (-3.257, -3.896, 4.645)
Cl (-3.580, -4.527, 6.248)
H (-5.284, -3.711, 3.976)
H (-4.027, -3.631, 2.700)
H (-3.311, -2.827, 4.851)
H (-2.309, -4.249, 4.240)
Cl (-8.705, -1.950, 1.237)
C (-7.783, -3.226, 0.284)
C (-6.390, -3.460, 0.847)
Cl (-5.370, -4.044, -0.442)
H (-7.720, -2.900, -0.754)
H (-8.470, -4.067, 0.185)
H (-6.314, -4.237, 1.607)
H (-5.920, -2.533, 1.176)
Cl (7.777, -0.801, 0.409)
C (8.485, 0.854, 0.421)
C (7.418, 1.929, 0.426)
Cl (6.393, 2.035, -1.054)
H (9.107, 0.949, -0.468)
H (8.993, 0.902, 1.385)
H (7.846, 2.929, 0.499)
H (6.705, 2.055, 1.241)
Cl (6.103, 1.890, 4.230)
C (7.175, 2.763, 5.249)
C (6.450, 3.942, 5.983)
Cl (7.641, 4.650, 7.119)
H (8.092, 3.007, 4.712)
H (7.416, 2.190, 6.144)
H (5.628, 3.643, 6.632)
H (6.068, 4.709, 5.309)
Cl (1.699, 5.098, 6.297)
C (0.989, 3.414, 6.529)
C (1.963, 2.582, 7.452)
Cl (3.439, 2.130, 6.668)
H (0.744, 2.990, 5.555)
H (0.015, 3.571, 6.992)
H (1.487, 1.643, 7.735)
H (2.286, 3.223, 8.272)

Summary:
Multiplicity = 1
LUMO = 0.03 eV
E = -415956.807 eV
HOMO-LUMO gap = 9.31 eV
Strongest force on any atom = 6.1 eV Å⁻¹

=====

Record 2
DFT (the ωB97M-V functional and the def2-TZVPD basis) results for a molecular structure, C67H51KN3O5P2S2Se2.

Positions of all 133 atoms, in Å:
K (0.057, -0.324, 0.852)
C (-3.285, 7.239, 3.693)
C (-3.119, 5.939, 2.953)
C (-4.105, 5.493, 2.071)
C (-3.969, 4.287, 1.406)
C (-2.832, 3.523, 1.619)
C (-1.851, 3.929, 2.508)
C (-1.998, 5.145, 3.164)
S (-2.642, 1.943, 0.803)
O (-3.989, 1.302, 0.835)
C (-2.387, 2.553, -0.874)
C (-1.447, 3.594, -1.052)
C (-1.040, 3.951, -2.299)
C (-1.541, 3.274, -3.436)
C (-1.103, 3.608, -4.739)
C (-1.579, 2.942, -5.830)
C (-2.521, 1.906, -5.664)
C (-2.959, 1.560, -4.417)
C (-2.480, 2.231, -3.262)
C (-2.894, 1.861, -1.942)
C (-3.903, 0.753, -1.842)
C (-5.284, 1.111, -1.995)
C (-5.691, 2.464, -2.097)
C (-7.011, 2.792, -2.229)
C (-7.998, 1.786, -2.267)
C (-7.634, 0.474, -2.174)
C (-6.275, 0.105, -2.038)
C (-5.886, -1.256, -1.947)
C (-4.577, -1.584, -1.804)
C (-3.586, -0.575, -1.736)
S (-1.896, -1.165, -1.580)
O (-1.051, 0.015, -1.231)
C (-2.056, -2.097, -0.054)
C (-1.055, -3.042, 0.165)
C (-0.881, -3.561, 1.438)
C (-1.694, -3.154, 2.493)
C (-1.386, -3.585, 3.895)
C (-2.722, -2.251, 2.237)
C (-2.905, -1.709, 0.977)
H (-3.997, 7.893, 3.189)
H (-2.335, 7.767, 3.778)
H (-3.654, 7.063, 4.706)
H (-4.987, 6.102, 1.907)
H (-4.736, 3.922, 0.732)
H (-0.996, 3.290, 2.689)
H (-1.231, 5.471, 3.857)
H (-1.041, 4.095, -0.182)
H (-0.308, 4.739, -2.435)
H (-0.368, 4.397, -4.848)
H (-1.230, 3.199, -6.823)
H (-2.896, 1.376, -6.531)
H (-3.677, 0.758, -4.305)
H (-4.941, 3.242, -2.064)
H (-7.302, 3.833, -2.302)
H (-9.041, 2.058, -2.368)
H (-8.382, -0.310, -2.199)
H (-6.648, -2.026, -1.988)
H (-4.275, -2.622, -1.721)
H (-0.356, -3.298, -0.621)
H (-0.061, -4.244, 1.621)
H (-1.043, -4.620, 3.932)
H (-2.253, -3.476, 4.547)
H (-0.587, -2.939, 4.269)
H (-3.343, -1.904, 3.053)
H (-3.648, -0.935, 0.825)
Se (5.766, -4.570, -2.460)
P (5.311, -2.531, -2.718)
C (5.065, -2.163, -4.479)
C (6.121, -2.239, -5.385)
C (5.890, -2.077, -6.741)
C (4.598, -1.874, -7.209)
C (3.538, -1.839, -6.315)
C (3.770, -1.978, -4.955)
C (6.666, -1.507, -2.063)
C (6.935, -1.676, -0.703)
C (7.981, -0.999, -0.106)
C (8.795, -0.168, -0.869)
C (8.538, -0.003, -2.219)
C (7.463, -0.655, -2.814)
C (3.825, -1.962, -1.883)
C (3.210, -0.733, -1.570)
N (2.082, -1.037, -0.900)
N (1.990, -2.351, -0.821)
N (3.009, -2.930, -1.420)
P (3.588, 1.017, -1.582)
Se (1.901, 2.304, -1.775)
C (4.469, 1.331, -0.027)
C (4.974, 2.605, 0.242)
C (5.605, 2.862, 1.446)
C (5.689, 1.869, 2.415)
C (5.148, 0.618, 2.171)
C (4.552, 0.342, 0.947)
C (4.692, 1.374, -2.979)
C (4.194, 1.086, -4.250)
C (4.916, 1.429, -5.380)
C (6.125, 2.101, -5.251)
C (6.615, 2.405, -3.991)
C (5.911, 2.028, -2.856)
H (7.120, -2.461, -5.032)
H (6.718, -2.129, -7.437)
H (4.418, -1.758, -8.270)
H (2.526, -1.702, -6.674)
H (2.942, -1.950, -4.256)
H (6.321, -2.355, -0.123)
H (8.169, -1.123, 0.952)
H (9.623, 0.354, -0.405)
H (9.159, 0.653, -2.815)
H (7.247, -0.479, -3.858)
H (4.847, 3.397, -0.486)
H (5.999, 3.851, 1.646)
H (6.149, 2.083, 3.371)
H (5.175, -0.148, 2.935)
H (4.132, -0.639, 0.762)
H (3.228, 0.605, -4.347)
H (4.530, 1.179, -6.360)
H (6.684, 2.383, -6.135)
H (7.560, 2.924, -3.886)
H (6.326, 2.230, -1.880)
O (0.818, 2.040, 1.362)
C (1.444, 2.234, 2.563)
C (2.358, 3.267, 2.733)
C (2.988, 3.444, 3.955)
C (2.722, 2.578, 5.004)
C (1.826, 1.533, 4.814)
C (1.158, 1.351, 3.612)
C (0.218, 0.163, 3.398)
O (0.729, -0.967, 3.543)
O (-0.935, 0.426, 2.989)
H (1.311, 2.445, 0.623)
H (2.574, 3.922, 1.895)
H (3.698, 4.254, 4.078)
H (3.217, 2.704, 5.958)
H (1.638, 0.824, 5.611)

Summary:
Multiplicity = 1
LUMO = 2.10 eV
E = -272285.858 eV
HOMO-LUMO gap = 7.58 eV
Energy relative to the best compared isomer or geometry (same formula, charge and spin) = 9.41 kJ/mol
Strongest force on any atom = 1.0 eV Å⁻¹
Charge = -1